Below is C20H13N12Ru as an isolated structure at a distorted geometry, with properties calculated with the ωB97M-V functional and the def2-TZVPD basis.

Structure (XYZ):
```
46
Properties=species:S:1:pos:R:3:forces:R:3
Ru 10.1700 5.5080 8.7152 -0.53 0.80 -1.02
N 7.6262 8.9260 7.9676 0.07 -0.05 1.38
N 8.4867 4.3711 8.9820 0.53 0.11 0.23
N 9.0487 7.3584 8.6369 -0.38 0.39 1.45
N 10.0488 5.7271 6.7827 0.46 -0.70 -0.13
N 12.0498 6.2491 8.9750 -0.31 -0.29 0.07
N 10.4653 5.0928 4.7791 -0.38 0.62 0.37
N 8.6890 7.6229 6.3029 -0.19 0.28 0.24
N 8.5215 7.9921 9.7441 -0.46 0.38 -0.21
N 10.6924 4.7956 6.0047 -0.31 0.43 -0.81
N 7.6879 8.9093 9.3568 1.03 -1.08 -1.00
N 9.6692 6.2289 4.6730 0.69 -1.03 -0.11
N 10.2497 5.3485 10.7162 -0.09 0.13 -0.27
C 6.3923 3.4925 8.3644 0.08 -0.11 -0.22
C 8.4546 7.9776 7.6245 -0.02 -0.12 -1.41
C 13.6684 7.3522 12.0577 0.23 0.12 -0.09
C 8.7473 4.7841 12.5845 -0.51 -0.20 0.72
C 12.8527 6.6955 8.0320 0.17 0.06 0.07
C 7.6565 3.9835 8.0414 -0.31 -0.08 -0.02
C 11.3535 5.9789 11.2570 -0.72 -0.24 -0.04
C 7.5127 4.2353 12.9788 0.04 0.06 0.30
C 12.3034 6.4502 10.2957 -0.13 -0.16 -0.30
C 11.5886 6.2480 12.5829 0.35 0.13 0.63
C 12.7550 6.9320 12.9772 -0.15 -0.07 0.20
C 14.3053 7.6119 9.6726 0.17 0.18 -0.07
C 6.6218 3.7450 12.0664 0.06 0.04 0.19
C 6.0514 3.3801 9.6792 -0.50 0.01 0.08
C 6.9447 3.7832 10.6895 -0.57 -0.21 0.27
C 9.0945 4.8190 11.2620 0.82 0.31 -0.28
C 9.4416 6.5765 5.9075 -0.02 0.02 0.29
C 14.0075 7.4092 8.3541 0.03 -0.06 -0.16
C 8.1666 4.2978 10.3051 0.33 0.12 -0.36
C 13.4458 7.1281 10.6757 0.38 0.28 0.49
H 5.7212 3.2260 7.5681 -0.16 -0.11 -0.08
H 9.3860 5.1921 13.3471 -0.16 -0.13 -0.02
H 7.2682 4.2259 14.0351 0.00 -0.01 -0.11
H 5.6664 3.3493 12.3818 -0.02 -0.02 -0.01
H 12.5532 6.4687 7.0187 0.12 0.08 -0.09
H 14.5684 7.8753 12.3532 -0.04 0.02 0.08
H 7.9943 4.0912 7.0203 -0.02 -0.04 -0.04
H 5.0608 3.0355 9.9611 0.13 -0.07 -0.01
H 15.1866 8.1705 9.9660 0.00 -0.05 -0.04
H 12.9234 7.1381 14.0263 -0.06 -0.07 -0.03
H 8.2243 8.1530 5.5854 -0.07 0.12 -0.07
H 14.6244 7.7828 7.5546 0.15 0.05 -0.02
H 10.8887 5.9400 13.3411 0.26 0.13 -0.03
```
Positions in Å, forces in eV/Å.

Calculated values
HOMO level (alpha / beta) (eV): -11.40 / -11.36
Energy (eV): -41405.3617
Kohn-Sham gap (alpha / beta) (hartree): 0.26427 / 0.18918
Net charge: +1
⟨S²⟩: 6.0832
2S+1: 5
LUMO (alpha / beta) (eV): -4.21 / -6.22


Below is C10H28N4Rh as an isolated structure at a distorted geometry, with properties calculated with the ωB97M-V functional and the def2-TZVPD basis.

Structure (XYZ):
```
43
Properties=species:S:1:pos:R:3:forces:R:3
Rh -8.2855 7.0906 3.1734 -0.78 1.33 1.60
N -10.1668 6.9069 4.1363 -1.66 -0.90 0.45
N -6.9385 5.6349 3.2540 0.72 -1.36 0.49
N -8.1206 8.7915 4.4364 0.94 1.93 0.44
N -8.2653 7.1876 1.1772 -1.45 0.62 -1.41
C -10.1062 5.8329 5.1355 1.43 -1.42 0.62
C -8.2634 10.0219 3.6251 0.00 0.29 -1.65
C -11.2980 6.5911 3.2391 0.30 -0.77 -1.61
C -9.1986 8.7391 5.3952 -0.65 0.18 2.15
C -5.8480 7.1668 0.4288 -0.31 0.38 -0.14
C -7.2657 6.5839 0.2950 1.25 -0.70 -1.34
C -6.8313 8.9205 5.1633 1.06 0.03 -0.43
C -5.6438 5.7862 2.5377 2.31 -0.80 -0.04
C -10.4290 8.1881 4.7583 -1.47 1.58 0.22
C -5.2488 7.1029 1.8483 -0.54 -0.51 -0.49
H -11.0726 5.6299 2.7457 -0.29 0.22 0.23
H -10.7992 8.8789 3.9670 0.15 -0.40 0.53
H -11.0465 5.6953 5.6857 0.03 0.17 -0.31
H -6.0293 8.9434 4.4128 -0.10 0.08 0.29
H -8.2619 10.9519 4.2205 -0.01 -0.54 0.06
H -9.8376 4.8652 4.6357 -0.41 0.77 0.40
H -11.2648 8.0631 5.4869 0.56 0.22 -0.37
H -12.2736 6.4981 3.7372 0.41 0.16 0.23
H -5.4833 7.9942 2.4374 0.08 0.02 0.10
H -9.3673 9.7737 5.7914 -0.02 -0.87 -0.16
H -4.1523 7.0336 1.7456 -0.42 0.33 0.23
H -6.8057 5.5822 4.2686 0.41 -0.37 -0.06
H -7.4393 4.7876 2.9860 0.41 -0.34 -0.01
H -5.5899 5.0121 1.7503 -0.10 0.13 0.62
H -4.8244 5.5610 3.2590 -0.77 -0.08 -0.32
H -7.5713 6.7326 -0.7548 -0.14 -0.08 0.41
H -5.2211 6.5762 -0.2667 -0.29 0.31 0.31
H -5.8484 8.2048 0.0450 0.11 -0.44 0.13
H -9.2199 6.8587 0.9550 0.47 0.05 -0.46
H -6.6655 8.0713 5.8159 -0.10 -0.09 0.24
H -8.8733 8.1092 6.2478 -0.23 0.39 -0.36
H -6.7636 9.8691 5.7429 -0.34 -0.61 -0.31
H -9.1873 10.0013 3.0154 0.34 0.03 0.39
H -7.4074 10.0675 2.9359 -0.21 0.15 0.15
H -7.2546 5.4960 0.4618 -0.20 0.33 0.00
H -9.3220 6.0439 5.8864 -0.35 -0.07 -0.29
H -11.3655 7.3453 2.4560 -0.16 0.17 0.07
H -8.2850 8.1935 1.0517 0.05 0.48 -0.62
```
Positions in Å, forces in eV/Å.

Calculated values
HOMO level (alpha / beta) (eV): -20.96 / -21.76
Energy (eV): -19759.8931
Kohn-Sham gap (alpha / beta) (hartree): 0.40920 / 0.26037
Net charge: +3
⟨S²⟩: 6.0057
2S+1: 5
LUMO (alpha / beta) (eV): -9.83 / -14.67


Below is a 2-piece molecular cluster, C10H14Si overall at a distorted geometry, with properties calculated with the ωB97M-V functional and the def2-TZVPD basis.

Structure (XYZ):
```
25
Properties=species:S:1:pos:R:3:forces:R:3
Si -0.9184 0.6743 0.2789 1.02 0.93 -0.05
C 1.9225 1.0688 0.8376 -1.35 -1.89 -0.45
C 1.0177 0.1841 0.2133 -2.15 0.05 -0.28
C 3.7957 -0.2654 0.0858 -2.87 1.93 1.63
C -1.3409 2.3512 0.4748 -0.87 -0.21 -1.36
C 2.9163 -1.1476 -0.4412 -1.18 0.05 0.00
C 3.2552 0.8386 0.7975 1.48 0.58 -0.79
C -1.7198 -1.8797 0.7189 -1.60 1.32 -1.77
C -2.1965 -0.6740 0.3075 0.97 -0.88 1.34
C 1.5015 -0.9196 -0.4461 2.47 -0.29 -0.01
C -3.6756 -0.4078 0.1228 0.78 1.78 3.02
H -2.3384 2.8208 0.1519 1.45 -0.97 0.96
H 3.3324 -2.0684 -0.7482 0.00 -0.97 -0.84
H -0.6372 0.8515 -3.1799 0.32 -0.74 0.05
H -0.3291 0.1506 -3.1546 -0.32 0.73 -0.04
H 4.7937 -0.4328 0.2147 2.57 -0.62 -0.21
H -2.4159 -2.6987 0.7191 -0.17 -0.48 0.54
H -0.5299 3.0757 0.4502 -0.06 -0.02 0.11
H -3.8325 -0.5778 -0.8623 -0.98 -0.40 -3.24
H -3.9246 0.7002 0.3297 0.21 -1.85 -0.12
H -4.2933 -1.1092 0.7107 0.24 0.51 -0.13
H 0.9888 -1.6889 -0.9777 -1.04 -0.11 -0.06
H 1.3796 1.6850 1.4779 0.15 1.97 0.98
H 3.9377 1.5764 1.2138 -0.07 -0.27 0.30
H -0.6890 -2.1074 0.7048 0.99 -0.14 0.43
```
Positions in Å, forces in eV/Å.

Calculated values
HOMO level (eV): -7.90
Energy (eV): -18470.7295
Kohn-Sham gap (hartree): 0.30548
Net charge: 0
LUMO (eV): 0.41


Below is C42H58BBrN3O2PRbS4 as an isolated structure, with properties calculated with the ωB97M-V functional and the def2-TZVPD basis.

Structure (XYZ):
```
113
Properties=species:S:1:pos:R:3:forces:R:3
Rb -0.0720 -0.2890 -0.0498 0.40 -0.07 0.44
Br -0.0060 -0.4696 -3.4367 -0.03 -0.07 -0.19
S 2.6895 -1.9335 1.5767 0.09 0.16 0.03
S 1.2038 -3.4954 -1.0945 0.05 0.08 -0.04
S -2.9667 -1.8489 -0.3161 0.07 0.01 0.03
S -0.0443 -3.8432 2.1028 -0.01 0.00 0.00
P -2.5482 -0.0171 2.6392 0.18 0.01 -0.04
O -1.6110 -2.4551 -0.5351 -0.64 -0.40 -0.21
O 2.1663 -0.1081 -1.3983 0.34 -0.06 0.02
N -0.1331 0.3065 4.0638 -0.06 0.07 -0.06
N -2.0327 1.4350 3.4085 -0.12 0.08 -0.11
N -0.3195 2.3911 0.5560 -0.11 0.42 0.12
C 1.8725 1.4578 4.6829 -0.03 0.06 0.01
C -0.7154 1.4817 3.8373 0.02 0.07 0.15
C 1.7223 1.4219 -4.6560 0.04 0.02 -0.04
C 2.9367 -3.7293 -0.6195 0.04 -0.02 0.03
C -3.9507 1.6682 0.9048 0.03 0.05 -0.01
C 2.3519 0.7082 -2.3611 0.08 -0.10 -0.03
C -3.0994 -2.3472 3.9974 -0.05 -0.03 0.01
C -0.8266 3.3636 0.9239 -0.04 0.06 -0.03
C 1.8753 3.9738 -6.3121 0.01 0.01 -0.02
C -3.2966 -0.9720 4.0076 0.03 0.01 0.04
C -4.5409 -2.6733 -2.3549 -0.04 0.01 -0.02
C 3.5305 -2.5126 0.0860 0.03 -0.04 -0.01
C 4.8322 3.3982 -1.2237 0.04 -0.02 -0.03
C -5.0176 2.0155 0.0893 0.02 0.03 -0.01
C -3.6506 -3.1463 4.9930 0.01 0.00 -0.01
C 3.0722 3.0553 -6.0280 0.00 0.02 -0.01
C 2.8229 2.2701 -4.7434 -0.06 -0.01 -0.03
C -6.3079 0.2137 1.0030 -0.01 0.00 0.01
C -4.3886 -2.5656 6.0115 -0.03 -0.03 0.02
C 1.1401 0.3122 4.4702 -0.02 0.01 -0.07
C -4.0304 -0.3954 5.0418 0.02 0.02 -0.05
C 0.5287 -5.2235 1.0766 0.04 -0.05 0.00
C -5.2259 -3.1362 -1.0695 -0.04 -0.01 -0.03
C 3.3958 1.6858 -2.4176 0.03 0.12 -0.06
C 3.2468 2.0854 -7.2046 0.01 0.02 -0.01
C -5.2472 -0.1235 1.8319 0.01 0.03 0.00
C -0.0674 2.7103 4.0419 0.05 -0.10 -0.05
C 2.7011 -3.3847 2.6570 -0.07 -0.03 0.04
C -4.0540 0.6011 1.7954 -0.06 -0.13 0.06
C 1.5092 0.6977 -3.5102 0.01 0.01 0.03
C -4.1226 -3.2292 -0.0259 0.05 -0.04 -0.03
C 3.6166 2.3762 -3.6055 -0.05 0.04 0.08
C -4.5739 -1.1874 6.0379 -0.01 0.00 0.03
C 0.4173 -4.9744 -0.4247 -0.08 -0.03 0.00
C 1.3289 -3.6812 3.2670 0.06 -0.02 0.05
C 4.3300 1.9452 -1.2235 0.03 -0.03 -0.03
C 3.6626 1.7432 0.1433 -0.07 0.05 0.04
C 5.5386 1.0041 -1.3215 -0.03 -0.06 0.00
C 4.3262 3.9258 -5.9437 0.00 -0.01 0.00
C -3.6956 -1.4780 -1.9417 0.03 -0.04 -0.02
C -6.1968 1.2862 0.1292 -0.04 -0.01 -0.04
C 1.2398 2.6836 4.4614 0.02 -0.03 0.00
B -1.6109 4.6482 1.4506 0.02 -0.14 0.02
H 0.7684 -5.8684 -0.9491 0.02 0.03 0.00
H 2.3711 1.4480 -7.3255 -0.03 -0.02 0.00
H 1.0301 1.3125 -5.4811 -0.03 0.01 -0.03
H -2.8545 -1.2430 -2.5943 -0.02 0.00 -0.02
H -0.5745 3.6366 3.8127 -0.03 0.03 -0.01
H 3.9920 4.0937 -1.1978 -0.02 0.02 0.00
H -4.2983 -0.5789 -1.8046 -0.05 0.03 0.03
H -0.6305 -4.8329 -0.6948 0.00 0.03 -0.01
H 4.4584 3.0506 -3.6396 0.00 0.04 -0.02
H -3.0318 2.2350 0.8323 0.05 0.02 0.00
H -3.4861 -4.2162 4.9771 0.00 -0.02 0.00
H 1.5618 -5.4387 1.3471 0.01 0.01 0.02
H -5.3545 -0.9563 2.5156 0.01 -0.02 0.02
H 3.4438 0.7021 0.3468 -0.01 -0.07 -0.01
H 1.5929 -0.6625 4.6181 0.01 -0.02 0.03
H 0.9570 3.3995 -6.4320 -0.03 -0.02 0.00
H -2.4943 -2.7942 3.2162 0.01 -0.01 -0.01
H 3.0195 -4.6272 -0.0048 -0.02 -0.01 0.01
H -4.8138 -3.1821 6.7936 0.00 -0.01 0.01
H 5.2164 3.3269 -5.7450 0.02 -0.02 0.00
H 3.4096 -3.2334 3.4762 -0.02 0.03 -0.04
H -7.2288 -0.3549 1.0535 -0.01 -0.01 -0.01
H -2.2451 5.1165 0.5291 -0.02 0.01 -0.02
H 4.4754 4.4457 -6.8929 0.00 0.01 -0.02
H -4.1671 0.6788 5.0604 0.01 0.03 0.00
H 5.4436 3.5689 -0.3348 0.01 -0.01 0.01
H -5.2563 -2.4054 -3.1336 0.00 -0.01 0.00
H 3.3974 2.6342 -8.1382 0.01 0.02 -0.03
H 4.1091 1.4368 -7.0418 0.02 -0.01 0.02
H -3.4904 -4.1077 -0.1717 -0.02 -0.02 0.00
H -4.9140 2.8604 -0.5787 -0.01 0.01 -0.02
H -5.9658 -2.3938 -0.7609 -0.02 0.02 0.01
H 2.7245 2.2966 0.2182 -0.03 0.02 -0.03
H 6.2221 1.1623 -0.4823 0.02 0.00 0.03
H 1.7786 3.6134 4.5938 0.01 0.00 0.01
H 5.2079 -0.0361 -1.3021 -0.02 -0.01 0.00
H 4.2407 4.6787 -5.1593 -0.01 0.02 0.03
H 1.7229 4.6708 -5.4870 0.01 0.01 0.02
H -0.0467 -6.1207 1.3203 0.00 0.03 0.01
H 2.0372 4.5485 -7.2284 0.00 0.02 -0.03
H 6.0886 1.1663 -2.2511 0.00 0.02 -0.03
H 1.0256 -2.8549 3.9130 -0.04 0.03 -0.02
H -2.3771 4.2607 2.3283 -0.02 -0.02 0.02
H 1.4013 -4.5695 3.9015 -0.02 0.01 -0.03
H -4.4655 -3.2009 1.0063 -0.02 0.03 0.04
H -5.1413 -0.7327 6.8404 -0.01 0.00 0.01
H -5.7419 -4.0911 -1.1828 0.01 0.00 -0.02
H -2.4067 2.3168 3.0659 0.08 -0.07 0.07
H 2.9046 1.3988 4.9958 0.03 0.00 0.00
H -3.9014 -3.4658 -2.7483 0.02 -0.02 0.01
H 4.5858 -2.6989 0.3038 -0.02 0.01 0.00
H 4.3408 2.1163 0.9168 -0.01 0.00 0.04
H 3.5332 -3.9122 -1.5162 -0.03 0.00 0.00
H -7.0263 1.5538 -0.5132 -0.01 0.01 0.00
H 3.4566 -1.6426 -0.5737 -0.02 0.03 0.01
H 5.4480 3.6410 -2.0888 0.06 0.00 -0.02
H -0.8219 5.4472 1.9095 0.02 -0.01 0.01
H 3.0650 -4.2424 2.0921 0.00 0.01 -0.03
```
Positions in Å, forces in eV/Å.

Calculated values
HOMO level (eV): -4.02
Energy (eV): -177068.9314
Kohn-Sham gap (hartree): 0.21030
Net charge: -1
LUMO (eV): 1.70


Below is C34H21Br2IrN3O10PS as an isolated structure at a distorted geometry, with properties calculated with the ωB97M-V functional and the def2-TZVPD basis.

Structure (XYZ):
```
73
Properties=species:S:1:pos:R:3:forces:R:3
Ir 0.0187 -0.0486 -0.2916 -2.11 -2.58 -0.38
Br 2.1617 -2.2333 -6.5675 0.07 -0.06 -0.39
Br 3.9054 -3.0998 -1.2751 0.10 -0.04 0.05
S 0.9419 -1.3191 2.4777 0.69 -0.79 0.34
P -1.5496 -1.9616 0.3786 0.51 1.59 -1.12
O 1.1919 -0.8690 3.8141 -0.30 0.12 0.00
O 1.5204 -1.2476 -0.7308 0.74 -0.44 0.83
O 0.0805 -0.3245 1.7333 -0.01 0.61 0.72
O 3.0378 2.6592 -3.9595 -0.34 -0.12 0.71
O 2.0632 -1.7697 1.7043 -0.15 0.09 0.30
O 2.5994 1.2470 -2.3675 0.11 1.19 -0.41
O -1.3927 1.3863 -0.0166 -0.73 -0.30 0.77
O 0.2468 6.5975 -4.3369 -0.03 0.06 -0.02
O -1.5391 6.7314 -3.1356 0.03 0.03 -0.04
O -2.4237 3.3034 0.4040 -0.29 0.23 0.06
N -0.1175 -0.0499 -2.3179 -0.88 0.45 -1.24
N -0.5025 6.1955 -3.4695 -0.19 0.64 -0.45
N 2.4253 2.3196 -2.9563 1.48 -1.43 -0.72
C 0.6409 2.7490 -1.3694 0.30 0.09 -0.62
C -5.3555 0.3491 1.3846 0.08 -0.09 0.03
C -0.5194 -4.8308 3.8149 0.11 0.21 -0.11
C 0.8585 -0.8008 -2.9047 -0.09 -0.27 0.16
C -0.0451 -0.4348 -5.0985 -0.80 0.68 0.75
C 1.3800 3.1594 -2.4848 -1.59 0.98 0.98
C -3.0885 -1.1381 0.8173 0.12 0.15 -0.07
C 2.9041 -2.4397 -3.8589 -0.61 0.44 -0.92
C -1.0432 0.5202 -3.1229 0.87 -0.39 1.77
C -4.7272 -0.3696 2.3883 -0.12 0.06 0.06
C -0.9982 -4.2870 -2.8856 0.02 -0.07 -0.08
C -3.7178 -0.4028 -0.1897 0.08 -0.10 0.14
C 2.7814 -2.2389 -2.4974 -1.22 0.99 1.16
C -1.1231 -3.0810 1.7403 0.33 0.29 -0.19
C 2.0013 -1.8554 -4.7348 0.25 -0.22 0.30
C -0.5709 3.3464 -1.0820 -0.13 -0.14 0.39
C -1.0237 0.3533 -4.4852 0.76 -0.69 -1.43
C -0.1274 4.9829 -2.7813 -0.01 -1.30 0.97
C -1.8437 -4.2694 1.8879 0.00 0.20 -0.16
C -3.3679 -3.9269 -2.7363 -0.04 -0.07 -0.08
C -1.5416 2.6579 -0.1101 0.51 0.30 -0.40
C 0.2050 -3.6592 3.6620 -0.07 -0.21 0.14
C -4.8516 0.3288 0.0929 -0.02 -0.02 -0.06
C -0.9593 4.4916 -1.7676 0.55 0.20 -0.48
C -0.1112 -2.7878 2.6377 0.37 0.80 -0.15
C 1.0111 4.3020 -3.1851 0.22 -0.14 -0.10
C -3.5907 -1.1116 2.1144 0.20 -0.13 -0.15
C -3.1950 -3.2292 -1.5536 -0.01 0.09 0.25
C 1.7490 -1.4109 -1.9811 0.75 -1.05 -1.23
C -1.9162 -3.0460 -1.0364 0.30 0.32 -0.11
C -0.8200 -3.5995 -1.7007 0.02 0.10 0.19
C 0.9355 -1.0271 -4.2936 0.52 -0.31 0.01
C -1.5442 -5.1288 2.9281 -0.11 -0.01 0.03
C -2.2722 -4.4342 -3.4152 0.00 0.03 0.05
H -5.3373 0.8944 -0.6862 -0.03 0.09 -0.09
H -5.1220 -0.3434 3.3927 0.00 -0.01 0.09
H -3.0946 -1.6622 2.9020 0.03 0.00 0.04
H -1.7724 0.8419 -5.0856 -0.15 0.03 -0.05
H -0.0516 -0.5967 -6.1629 0.04 0.04 -0.15
H 1.5908 4.6366 -4.0330 -0.03 0.01 0.02
H -6.2349 0.9326 1.6069 -0.09 0.07 0.05
H -4.0510 -2.8284 -1.0306 -0.06 0.04 -0.03
H 1.0149 -3.3991 4.3241 0.05 0.00 0.15
H -3.2995 -0.4111 -1.1868 -0.01 0.09 -0.10
H -1.7968 1.1184 -2.6339 -0.04 0.03 0.13
H -2.4105 -4.9455 -4.3554 -0.01 -0.08 -0.08
H -1.8822 5.0032 -1.5413 -0.06 -0.09 0.13
H -2.6349 -4.5102 1.1916 -0.05 -0.05 -0.04
H 3.7009 -3.0662 -4.2337 -0.03 -0.02 -0.06
H 0.1681 -3.4799 -1.2771 0.16 0.03 -0.04
H -0.2834 -5.5109 4.6185 0.02 -0.06 0.08
H 1.0345 1.9364 -0.7598 0.05 0.07 -0.07
H -4.3623 -4.0652 -3.1342 -0.07 0.00 -0.02
H -2.1195 -6.0325 3.0550 -0.05 -0.11 -0.03
H -0.1467 -4.6983 -3.4073 0.10 -0.01 -0.01
```
Positions in Å, forces in eV/Å.

Calculated values
HOMO level (alpha / beta) (eV): -7.83 / -7.83
Energy (eV): -223587.2524
Kohn-Sham gap (alpha / beta) (hartree): 0.21313 / 0.21310
Net charge: 0
LUMO (alpha / beta) (eV): -2.03 / -2.03


Below is one molecule with the formula C2H5NS at a distorted geometry, with properties calculated with the ωB97M-V functional and the def2-TZVPD basis.

Structure (XYZ):
```
9
Properties=species:S:1:pos:R:3:forces:R:3
S 0.5661 1.0076 0.2575 -1.17 -0.25 -0.03
N 0.5197 -0.6498 0.0200 -1.47 0.86 0.09
C 1.4584 -1.4444 -0.1434 0.59 -0.51 -0.02
C -1.3011 1.1500 0.0495 0.43 1.49 2.19
H -1.4400 2.0534 -0.6011 -0.37 -1.41 0.13
H -1.8190 1.3878 1.0630 1.05 -0.33 -1.59
H 2.5051 -1.1807 -0.1129 0.44 -0.11 -0.06
H 1.1004 -2.4451 -0.3270 0.60 -0.54 -0.04
H -1.5897 0.1211 -0.2055 -0.09 0.80 -0.67
```
Positions in Å, forces in eV/Å.

Calculated values
HOMO level (eV): -8.63
Energy (eV): -14478.7941
Kohn-Sham gap (hartree): 0.35533
Net charge: 0
LUMO (eV): 1.04